(1)
Computed, not measured: a molecular structure, C43H60Cl5N5O2SSiTl, with wB97M-V/def2-TZVPD.

The electronic energy comes out at -5259.61161 Eh. As for the HOMO energy (spin up / spin down): -10.6 / -10.6 eV. As for the strongest force on any atom: 1.59 eV/Å. Its HOMO-LUMO gap (spin up / spin down) is 6.158 / 6.138 eV.

Geometry as ORCA input:
```
! RIJCOSX wB97M-V def2-TZVPD def2/J DEFGRID3
* xyz 1 1
Tl -0.425 0.004 0.748
Cl 2.114 1.025 2.231
C 0.960 2.072 2.948
C -0.392 1.835 2.729
C -1.257 2.651 3.446
Cl -2.961 2.405 3.438
C -0.810 3.694 4.264
Cl -1.929 4.696 5.105
C 0.554 3.936 4.400
Cl 1.126 5.236 5.364
C 1.453 3.095 3.751
Cl 3.148 3.329 3.929
C -0.776 -1.244 -2.696
N -1.718 -1.518 -1.621
C -1.979 -2.952 -1.544
C -2.960 -0.790 -1.842
C -3.847 -0.784 -0.602
N -3.310 0.005 0.502
C -3.448 1.430 0.224
C -4.062 -0.305 1.710
H -1.103 -1.695 -3.643
H 0.204 -1.641 -2.437
H -0.692 -0.169 -2.839
H -2.647 -3.277 -2.352
H -2.435 -3.227 -0.594
H -1.047 -3.500 -1.647
H -3.537 -1.247 -2.662
H -2.707 0.229 -2.137
H -3.979 -1.810 -0.255
H -4.840 -0.400 -0.884
H -2.929 1.685 -0.696
H -4.510 1.703 0.136
H -3.008 2.002 1.036
H -5.090 0.070 1.629
H -3.590 0.163 2.568
H -4.108 -1.381 1.866
C 1.466 0.841 -0.968
Si 3.002 -0.210 -0.810
C 2.559 -2.011 -0.186
N 1.569 -2.173 0.862
C 2.129 -2.141 2.211
C 2.849 -3.422 2.653
C 1.968 -4.649 2.442
C 1.500 -4.674 0.993
C 0.758 -3.372 0.682
C 4.318 0.593 0.298
C 5.054 -0.122 1.241
C 5.977 0.503 2.059
C 6.204 1.863 1.938
C 5.504 2.588 0.988
C 4.572 1.960 0.182
C 3.823 -0.609 -2.486
C 4.885 -1.512 -2.496
C 5.535 -1.842 -3.671
C 5.136 -1.266 -4.866
C 4.092 -0.356 -4.873
C 3.443 -0.031 -3.693
H 0.923 0.876 -1.900
H 1.487 1.808 -0.486
H 3.510 -2.474 0.095
H 2.210 -2.544 -1.070
H 1.305 -1.955 2.905
H 2.827 -1.311 2.270
H 3.107 -3.316 3.709
H 3.781 -3.547 2.099
H 1.101 -4.596 3.108
H 2.528 -5.556 2.678
H 0.820 -5.509 0.828
H 2.356 -4.797 0.329
H -0.097 -3.308 1.355
H 0.397 -3.389 -0.343
H 4.906 -1.188 1.347
H 6.517 -0.073 2.797
H 6.922 2.350 2.580
H 5.681 3.648 0.883
H 4.029 2.540 -0.550
H 5.220 -1.956 -1.568
H 6.352 -2.550 -3.655
H 5.641 -1.525 -5.784
H 3.784 0.101 -5.801
H 2.636 0.686 -3.713
C -0.587 5.008 -5.065
C -0.157 5.002 -3.604
C -1.307 4.830 -2.630
S -1.906 3.072 -2.494
O -0.833 2.200 -3.015
C -3.233 3.067 -3.803
C -4.596 2.924 -3.142
C -4.871 4.035 -2.135
H 0.270 5.224 -5.700
H -1.342 5.771 -5.250
H -0.981 4.036 -5.356
H 0.349 5.940 -3.371
H 0.555 4.187 -3.447
H -2.174 5.438 -2.879
H -0.985 5.076 -1.616
H -3.000 2.204 -4.426
H -3.176 3.974 -4.397
H -4.650 1.959 -2.632
H -5.361 2.931 -3.923
H -4.116 4.040 -1.352
H -5.841 3.888 -1.671
H -4.876 5.006 -2.620
N -3.723 -5.382 3.489
C -3.291 -4.353 2.738
O -3.540 -4.258 1.552
C -2.461 -3.302 3.414
C -2.243 -3.149 4.779
C -1.480 -2.075 5.212
C -0.952 -1.197 4.276
N -1.137 -1.352 2.971
C -1.876 -2.368 2.562
H -4.271 -6.094 3.033
H -3.565 -5.461 4.477
H -2.670 -3.826 5.505
H -1.302 -1.914 6.265
H -0.370 -0.333 4.570
H -2.039 -2.442 1.497
*
```


(2)
Computed, not measured: a molecular structure, C48H35N8NaO2, with wB97M-V/def2-TZVPD.

The electronic energy comes out at -2601.07856 Eh. As for the HOMO energy: -1.1 eV. As for the strongest force on any atom: 0.46 eV/Å. Its HOMO-LUMO gap is 5.026 eV.

Geometry as ORCA input:
```
! RIJCOSX wB97M-V def2-TZVPD def2/J DEFGRID3
* xyz -2 1
Na -0.158 0.029 0.158
C -2.586 1.684 3.209
C -1.833 1.849 4.365
C -0.739 1.040 4.566
C -0.390 0.093 3.589
N -1.107 -0.056 2.478
C -2.175 0.720 2.306
N 0.720 -0.686 3.882
C 1.455 -1.303 3.018
N 1.454 -1.343 1.650
C 2.508 -2.092 1.250
N 2.973 -2.411 0.077
C 2.359 -2.138 -1.126
C 3.182 -2.219 -2.267
C 2.643 -2.006 -3.513
C 1.282 -1.736 -3.623
C 0.544 -1.685 -2.455
N 1.054 -1.873 -1.239
C 3.272 -2.587 2.439
C 4.420 -3.343 2.560
C 4.887 -3.602 3.846
C 4.216 -3.109 4.964
C 3.061 -2.343 4.826
C 2.608 -2.100 3.545
H -3.439 2.313 2.991
H -2.088 2.617 5.087
H -0.113 1.128 5.444
H -2.701 0.571 1.370
H 4.232 -2.440 -2.124
H 3.272 -2.046 -4.395
H 0.810 -1.547 -4.578
H -0.512 -1.454 -2.482
H 4.931 -3.709 1.678
H 5.788 -4.190 3.983
H 4.606 -3.320 5.954
H 2.531 -1.940 5.678
C 2.848 1.574 -1.025
O 1.617 1.513 -1.722
C 0.966 2.685 -1.884
C 1.569 3.927 -1.731
C 0.832 5.091 -1.920
C -0.510 5.026 -2.258
C -1.116 3.785 -2.397
C -0.395 2.613 -2.227
N -1.012 1.336 -2.214
N -2.043 1.276 -2.934
C -2.853 0.156 -2.822
C -2.868 -0.690 -1.665
O -2.062 -0.616 -0.710
C -3.930 -1.693 -1.629
C -4.826 -1.849 -2.624
C -4.809 -1.011 -3.783
C -5.744 -1.169 -4.819
C -5.737 -0.351 -5.921
C -4.767 0.664 -6.004
C -3.838 0.835 -5.010
C -3.825 0.004 -3.861
H 3.625 2.051 -1.636
H 3.133 0.546 -0.823
H 2.720 2.107 -0.080
H 2.603 3.994 -1.426
H 1.312 6.049 -1.766
H -1.093 5.932 -2.370
H -2.174 3.697 -2.608
H -3.943 -2.324 -0.748
H -5.587 -2.623 -2.561
H -6.483 -1.960 -4.730
H -6.463 -0.484 -6.715
H -4.749 1.318 -6.868
H -3.089 1.611 -5.083
N 0.566 2.093 0.924
C 1.004 2.940 1.716
C 0.133 4.063 2.266
C -0.926 4.514 1.481
C -1.822 5.454 1.960
C -1.687 5.958 3.251
C -0.638 5.516 4.044
C 0.269 4.587 3.549
C 2.436 2.930 2.219
C 3.200 4.087 2.350
C 4.545 4.019 2.692
C 5.143 2.789 2.934
C 4.386 1.628 2.816
C 3.051 1.701 2.453
H -1.031 4.069 0.498
H -2.639 5.790 1.331
H -2.393 6.686 3.633
H -0.529 5.892 5.056
H 1.080 4.240 4.180
H 2.736 5.051 2.168
H 5.130 4.930 2.769
H 6.190 2.734 3.210
H 4.837 0.660 2.998
H 2.457 0.808 2.301
*
```


(3)
Computed, not measured: a molecular structure, C36H40N7OPdSTe, with wB97M-V/def2-TZVPD.

The electronic energy comes out at -2647.92788 Eh. As for the HOMO energy (spin up / spin down): -13.0 / -13.0 eV. Its expectation value of S² is 0.75. As for the strongest force on any atom: 2.48 eV/Å. Its HOMO-LUMO gap (spin up / spin down) is 7.725 / 6.522 eV.

Geometry as ORCA input:
```
! RIJCOSX wB97M-V def2-TZVPD def2/J DEFGRID3
* xyz 2 2
Pd 0.440 0.909 -1.770
S -2.774 -1.085 -3.978
C -3.475 0.187 -3.072
C -2.559 0.909 -2.358
C -1.245 0.428 -2.573
C -1.208 -0.673 -3.423
C 0.048 -1.353 -3.720
C 0.259 -2.291 -4.726
C 1.536 -2.787 -4.913
C 2.572 -2.339 -4.101
C 2.286 -1.411 -3.117
N 1.056 -0.943 -2.924
H -4.542 0.343 -3.117
H -2.822 1.749 -1.730
H -0.562 -2.606 -5.357
H 1.728 -3.512 -5.693
H 3.581 -2.707 -4.225
H 3.044 -1.034 -2.440
C 5.262 2.808 -3.859
N 3.817 2.642 -4.005
C 3.315 2.633 -5.374
C 2.960 2.357 -3.007
N 1.747 1.943 -3.183
N 3.424 2.631 -1.716
C 3.074 1.968 -0.562
N 3.724 2.379 0.545
N 2.228 0.991 -0.596
H 5.777 2.026 -4.420
H 5.578 2.724 -2.825
H 5.569 3.777 -4.250
H 4.079 3.052 -6.023
H 2.421 3.251 -5.461
H 3.095 1.618 -5.718
H 1.537 1.755 -4.154
H 4.106 3.366 -1.638
H 4.330 3.180 0.547
H 3.451 2.011 1.440
H 2.072 0.559 0.309
C -5.436 -3.287 5.806
C -4.586 -2.780 4.674
C -3.532 -3.528 4.178
C -2.738 -3.088 3.128
C -1.662 -4.030 2.634
C -3.001 -1.815 2.587
Te -1.663 -1.319 1.000
N -0.417 0.318 -0.087
C -0.920 1.156 0.737
O -1.702 0.591 1.668
C -0.692 2.618 0.793
C -0.409 3.304 -0.392
C -0.162 4.665 -0.389
C -0.203 5.351 0.820
C -0.496 4.681 2.001
C -0.752 3.318 1.994
C 0.101 -1.651 2.083
C 0.114 -1.228 3.406
C 1.282 -1.353 4.142
C 2.411 -1.903 3.551
C 2.377 -2.326 2.230
C 1.218 -2.210 1.464
C 1.192 -2.733 0.055
C -4.107 -1.058 3.020
C -4.596 0.223 2.392
C -4.860 -1.559 4.076
H -5.233 -4.335 6.017
H -6.494 -3.180 5.570
H -5.246 -2.717 6.717
H -3.321 -4.500 4.611
H -1.973 -5.058 2.811
H -0.717 -3.870 3.155
H -1.464 -3.947 1.559
H -0.467 2.732 -1.327
H 0.034 5.188 -1.315
H -0.029 6.419 0.838
H -0.536 5.229 2.933
H -0.990 2.795 2.912
H -0.774 -0.806 3.860
H 1.305 -1.026 5.173
H 3.322 -2.014 4.125
H 3.260 -2.770 1.785
H 2.162 -2.604 -0.425
H 0.448 -2.231 -0.566
H 0.970 -3.804 0.048
H -3.850 0.741 1.810
H -4.942 0.915 3.160
H -5.449 0.014 1.742
H -5.707 -0.980 4.428
*
```


(4)
Computed, not measured: a molecular structure, C11H10, with wB97M-V/def2-TZVPD.

The electronic energy comes out at -424.81356 Eh. As for the HOMO energy (spin up / spin down): -7.0 / -8.6 eV. Its expectation value of S² is 2.13. As for the strongest force on any atom: 4.60 eV/Å. Its HOMO-LUMO gap (spin up / spin down) is 7.923 / 7.884 eV.

Geometry as ORCA input:
```
! RIJCOSX wB97M-V def2-TZVPD def2/J DEFGRID3
* xyz 0 3
C 0.999 0.518 -0.949
C 0.280 0.009 -0.034
C -4.083 0.235 0.817
C -3.245 -0.674 1.308
C -3.087 0.847 -0.072
C -2.115 -0.214 0.480
C 1.978 1.022 -1.709
C -3.192 1.657 -1.048
C -0.778 -0.521 0.641
C 3.440 0.610 -1.516
C -0.415 -1.413 1.762
H -5.203 0.607 1.054
H -3.449 -1.613 1.865
H 1.694 1.501 -2.602
H -2.386 1.881 -1.698
H 3.417 -0.167 -2.269
H 3.622 0.342 -0.382
H 3.825 1.508 -1.863
H -0.399 -0.975 2.733
H 0.599 -1.715 1.588
H -1.184 -2.144 1.781
*
```